Entry 1:
Entry from the OMol25 dataset: a structure of composition C26H36NO15P2RbS2 in a non-equilibrium geometry (wB97M-V/def2-TZVPD).

```
83
Properties=species:S:1:pos:R:3:forces:R:3
Rb -0.0821 -0.0044 0.5005 1.67 0.72 -1.44
O 0.3629 0.0013 -2.4244 0.28 -0.10 -0.11
C 1.5941 -0.2525 -2.8487 -0.28 0.26 0.09
O 1.9686 -1.2701 -3.3820 -0.11 -0.08 -0.11
C 2.5025 0.9340 -2.6023 0.08 0.18 0.21
O 2.7235 1.0193 -1.2176 -0.19 -0.08 -0.28
C 3.5217 2.1299 -0.8464 -0.06 -0.22 -0.19
C 3.8968 2.0223 0.6323 -0.11 0.15 0.75
O 4.9564 2.6137 0.9453 -0.23 -0.20 -0.06
O 3.0988 1.3884 1.3704 0.40 0.18 -0.30
H -0.2252 -0.8092 -2.3911 0.00 -0.02 -0.17
H 3.4341 0.7762 -3.1523 0.10 -0.01 -0.01
H 2.0128 1.8447 -2.9745 -0.01 0.03 -0.04
H 4.4428 2.1565 -1.4344 0.05 -0.02 -0.10
H 2.9689 3.0622 -1.0218 0.00 0.06 0.02
O -0.3269 -1.9032 1.9781 -0.17 -1.35 1.90
S -0.2671 -2.4026 3.4045 0.44 0.38 -0.92
C 0.9181 -3.7771 3.2082 0.04 -0.13 -0.04
C 2.1922 -3.3658 2.4703 -0.06 0.01 -0.05
C 2.6939 -4.4184 1.4810 -0.06 0.04 -0.04
C 1.9688 -4.3712 0.1393 -0.07 -0.06 0.10
S 2.1928 -2.9194 -0.9508 -0.66 0.59 0.44
O 1.3457 -1.8002 -0.3841 1.41 -1.77 -0.91
C 3.8780 -2.5082 -0.5363 0.12 0.16 0.01
C 4.9230 -3.2828 -1.0259 0.01 -0.02 0.03
C 6.2275 -2.9181 -0.7295 -0.02 0.05 0.04
C 6.4749 -1.7736 0.0269 -0.05 0.00 -0.01
C 5.4223 -0.9943 0.4902 0.00 -0.02 -0.03
C 4.1088 -1.3630 0.2089 0.09 -0.03 0.00
C 0.9127 -1.3475 4.2599 -0.01 0.19 0.06
C 1.6276 -0.3717 3.5739 -0.15 -0.21 0.12
C 2.5521 0.4048 4.2607 0.00 -0.02 0.06
C 2.7465 0.2061 5.6232 -0.04 -0.03 -0.05
C 2.0175 -0.7638 6.3047 0.03 0.03 -0.04
C 1.0928 -1.5406 5.6229 -0.01 -0.01 -0.07
H 0.3321 -4.5058 2.6365 0.09 -0.02 0.03
H 1.1236 -4.1952 4.1985 -0.04 -0.03 -0.06
H 2.9729 -3.1191 3.1904 0.00 -0.03 0.03
H 1.9849 -2.4540 1.9073 0.00 0.00 0.04
H 2.5696 -5.4267 1.8942 0.00 0.01 0.02
H 3.7642 -4.2814 1.3182 0.02 -0.02 -0.04
H 0.8791 -4.3668 0.2623 0.07 -0.06 0.00
H 2.2367 -5.2246 -0.4911 -0.02 0.01 0.03
H 4.7190 -4.1588 -1.6350 0.00 0.05 0.01
H 7.0519 -3.5143 -1.1024 0.01 0.00 0.00
H 7.4963 -1.4793 0.2386 -0.01 -0.01 0.00
H 5.6006 -0.0803 1.0484 -0.01 -0.06 -0.02
H 3.2896 -0.7334 0.5376 0.03 -0.03 -0.01
H 1.4848 -0.2021 2.5138 0.12 -0.05 0.28
H 3.1036 1.1487 3.6961 -0.02 -0.04 0.02
H 3.4634 0.8165 6.1590 0.01 0.01 0.01
H 2.1582 -0.9051 7.3707 0.00 0.01 -0.02
H 0.4955 -2.2793 6.1496 0.01 0.05 -0.03
O -1.2477 1.2866 2.3377 -1.02 -0.08 0.75
P -2.3748 0.4268 3.1481 -0.48 0.30 -0.03
O -3.5191 1.3261 3.5097 -0.14 0.06 -0.19
O -1.7563 -0.4033 4.1989 0.36 -0.28 0.16
O -2.9116 -0.5640 1.9177 0.16 0.66 0.03
P -3.4984 0.1002 0.5442 -0.38 -0.30 0.13
O -4.6058 1.0950 1.1122 -0.25 0.13 -0.10
O -4.1035 -0.9459 -0.3132 0.05 0.03 0.09
O -2.3495 0.9091 -0.0648 -1.11 0.25 -0.13
H -1.6554 1.3309 1.4302 0.02 0.89 0.22
H -4.3969 1.3534 2.0551 0.16 -0.09 -0.04
O -1.5801 -1.7945 -2.4408 0.10 -0.05 0.07
C -2.4619 -1.1684 -3.0319 -0.09 0.35 0.08
C -3.4154 -1.8574 -3.9743 -0.03 0.06 -0.11
C -4.8490 -1.8809 -3.4193 0.05 0.05 0.11
C -5.4089 -0.5042 -3.0295 0.12 -0.01 -0.03
C -4.9291 0.6232 -3.9361 0.03 -0.05 0.03
C -3.4329 0.9953 -3.7501 -0.01 -0.06 0.16
N -2.6338 0.1599 -2.8667 -0.11 -0.23 -0.03
H -3.0478 -2.8708 -4.1261 0.02 0.00 -0.02
H -3.3851 -1.3394 -4.9414 -0.05 -0.04 0.03
H -4.8561 -2.5059 -2.5230 -0.02 -0.02 -0.05
H -5.4865 -2.3595 -4.1692 -0.02 0.00 -0.03
H -5.1118 -0.3024 -1.9989 -0.02 0.00 -0.05
H -6.5020 -0.5419 -3.0453 0.01 -0.02 -0.02
H -5.5362 1.5109 -3.7467 0.01 0.03 -0.01
H -5.0931 0.3523 -4.9853 -0.04 0.01 -0.02
H -3.3487 2.0002 -3.3408 -0.05 0.02 0.03
H -2.9536 1.0239 -4.7319 0.06 0.03 -0.06
H -2.3338 0.5398 -1.9599 -0.03 -0.01 -0.11
```
Positions in Å, forces in eV/Å.

energy relative to the best compared isomer or geometry (same formula, charge and spin)	76.36	kJ/mol
energy	-3699.31047	Ha
frontier orbital gap	0.270	Ha
total charge	-2

Entry 2:
Entry from the OMol25 dataset: a structure of composition C26H36PTm in a non-equilibrium geometry (wB97M-V/def2-TZVPD).

```
64
Properties=species:S:1:pos:R:3:forces:R:3
C 1.3803 1.3626 -2.1384 0.56 -2.30 -3.04
H 1.8831 1.1263 -3.0840 -0.18 0.31 0.24
H 0.5184 2.0257 -2.3597 -0.08 -0.49 0.05
H 0.8744 0.0057 -1.8372 2.14 2.06 -3.42
C 2.3587 1.9860 -1.1462 0.64 0.11 0.86
H 1.8490 2.4412 -0.2503 0.17 0.02 -0.39
H 3.0245 1.2073 -0.7504 0.06 0.11 -0.04
C 3.2102 3.1225 -1.7600 -0.14 -0.09 -0.33
H 3.8343 3.6053 -0.9997 -0.23 -0.22 -0.05
H 3.8769 2.7123 -2.5272 -0.18 0.07 0.15
H 2.5888 3.8970 -2.2271 0.06 -0.22 0.14
C -1.9467 0.8214 0.9428 0.51 0.65 -0.71
C -1.3165 2.1024 1.0796 -0.53 -0.34 -0.91
C -1.3159 2.7321 -0.2139 -0.14 -0.89 0.35
C -1.9212 1.8271 -1.1446 0.23 -0.32 0.72
C -2.3131 0.6501 -0.4326 0.57 0.79 0.28
C -3.1313 -0.4567 -0.9870 -0.20 -0.54 -0.25
C -2.2561 2.1393 -2.5594 -0.04 0.07 -0.60
C -0.9489 4.1405 -0.5136 0.31 0.54 -0.18
C -0.8978 2.7404 2.3546 0.24 0.23 0.51
C -2.3283 -0.0932 2.0456 -0.09 -0.45 0.44
Tm 0.3196 0.7900 -0.3418 -3.87 1.06 5.79
H -2.4421 1.2214 -3.1302 0.01 0.27 0.04
H -3.1584 2.7702 -2.6419 0.35 -0.22 0.08
H -1.4376 2.6771 -3.0579 -0.26 0.01 -0.01
H -3.0207 -0.5172 -2.0764 -0.12 -0.04 0.22
H -2.8335 -1.4242 -0.5665 -0.20 0.24 -0.05
H -4.2028 -0.3168 -0.7668 0.35 0.01 -0.06
H -1.6503 -0.0028 2.9028 -0.19 -0.02 -0.07
H -3.3474 0.1323 2.3971 0.29 -0.06 -0.05
H -2.3135 -1.1387 1.7184 -0.09 0.14 0.11
H -0.1415 3.5194 2.1874 -0.22 -0.13 0.12
H -1.7617 3.2145 2.8502 0.33 -0.15 -0.11
H -0.4714 2.0095 3.0552 -0.15 0.20 -0.04
H -0.4074 4.2243 -1.4665 -0.16 0.11 0.14
H -1.8464 4.7765 -0.5957 0.31 -0.22 0.05
H -0.3067 4.5626 0.2671 -0.16 0.03 -0.15
C 0.7421 -3.1094 -1.9477 0.40 0.06 -0.40
P 0.3343 -1.9504 -0.6223 0.02 -0.97 0.90
C -0.6155 -2.9782 0.5509 -0.40 -0.05 0.34
C -1.8057 -3.5740 0.0869 0.17 0.20 0.06
C -2.6696 -4.2050 0.9795 0.11 -0.08 0.08
C -2.3530 -4.2658 2.3414 0.27 0.24 -0.16
C -1.1488 -3.7187 2.8009 -0.02 -0.13 -0.26
C -0.2672 -3.1006 1.9096 -0.30 0.17 -0.25
C 1.8921 -1.5308 0.2687 0.00 0.29 0.04
C 1.8685 -0.5659 1.3327 0.50 -0.52 -0.49
C 3.0887 -0.0447 1.8005 -0.40 0.03 0.15
C 4.2978 -0.4919 1.2684 0.13 0.05 -0.12
C 4.3082 -1.4365 0.2381 0.40 -0.02 0.25
C 3.1217 -1.9522 -0.2625 -0.52 0.16 -0.06
H -0.1875 -3.4326 -2.4366 0.27 0.14 0.14
H 1.2646 -3.9918 -1.5497 -0.23 0.27 -0.07
H 1.3757 -2.6041 -2.6887 -0.19 -0.23 0.02
H -2.0529 -3.5376 -0.9795 -0.04 0.00 0.41
H -3.5963 -4.6476 0.6123 0.29 0.10 0.10
H -3.0363 -4.7450 3.0419 0.18 0.13 -0.19
H -0.8910 -3.7747 3.8574 -0.04 -0.06 -0.26
H 0.6829 -2.7072 2.2704 -0.30 -0.10 0.00
H 0.9294 -0.3428 1.8865 0.37 -0.05 -0.30
H 3.0812 0.7126 2.5892 0.04 -0.37 -0.14
H 5.2461 -0.1144 1.6638 -0.42 -0.08 -0.17
H 5.2591 -1.7915 -0.1684 -0.31 0.15 0.18
H 3.1303 -2.6929 -1.0691 0.12 0.35 0.35
```
Positions in Å, forces in eV/Å.

energy relative to the best compared isomer or geometry (same formula, charge and spin)	56.32	kJ/mol
energy	-2438.28858	Ha
frontier orbital gap (alpha / beta)	0.251 / 0.250	Ha
total charge	+2
expectation value of S²	2.00
multiplicity	3

Entry 3:
Entry from the OMol25 dataset: a structure of composition C26H37F5N4OSi2SnTe in a non-equilibrium geometry (wB97M-V/def2-TZVPD).

```
77
Properties=species:S:1:pos:R:3:forces:R:3
Sn -0.0601 0.1964 0.4670 0.84 0.19 1.01
C -4.1612 0.0372 1.1503 -0.01 -0.32 -0.15
Te -2.6281 1.4852 1.5610 -0.22 -0.38 -0.03
C -3.9204 2.8520 0.5197 0.24 0.26 -0.39
C -5.2653 2.1799 0.4566 0.02 -0.30 0.11
C -6.3904 2.9147 0.0960 0.02 0.03 0.07
C -7.6241 2.2919 0.0237 -0.02 0.01 -0.06
C -7.7403 0.9347 0.2951 0.03 -0.03 -0.02
C -6.6229 0.2008 0.6534 0.02 -0.04 0.05
C -5.3826 0.8229 0.7435 0.09 0.33 0.00
H -4.3440 -0.5549 2.0459 0.13 0.07 0.06
H -3.8398 -0.6365 0.3547 0.11 0.03 0.03
H -3.5096 3.0575 -0.4688 0.05 -0.03 0.03
H -3.9357 3.7827 1.0847 0.12 -0.06 0.09
H -6.3025 3.9736 -0.1124 -0.01 0.00 -0.01
H -8.4995 2.8672 -0.2442 0.00 0.00 0.00
H -8.7034 0.4473 0.2328 -0.01 0.02 0.01
H -6.7133 -0.8550 0.8775 -0.02 0.00 0.00
F 2.9972 6.6091 2.2893 0.01 0.03 0.00
C 2.5714 5.3986 1.9842 -0.03 -0.03 0.00
C 3.4553 4.4528 1.4822 -0.02 0.04 0.03
F 4.7233 4.7732 1.2869 0.01 -0.02 0.04
C 3.0078 3.1809 1.1769 -0.19 -0.21 -0.11
F 3.8565 2.2788 0.6841 0.07 0.06 -0.02
C 1.6705 2.8150 1.3495 0.04 0.65 -0.14
O 1.2712 1.5705 1.0784 -0.59 -0.93 -0.37
C 0.8072 3.7985 1.8287 0.09 -0.30 -0.14
F -0.4984 3.4790 1.9495 -0.07 0.10 0.09
C 1.2340 5.0685 2.1553 0.07 0.01 0.00
F 0.3738 5.9608 2.6221 -0.01 0.02 -0.01
C 0.9482 0.0651 -6.4410 0.05 -0.12 -0.05
C 1.8192 -1.1213 -6.0339 -0.08 0.27 0.19
C 3.2230 -0.6685 -5.6366 -0.07 -0.13 -0.06
C 1.1258 -1.9583 -4.9497 0.19 -0.10 -0.59
N 0.9397 -1.2517 -3.6782 0.17 0.07 0.42
C 1.8428 -0.8631 -2.7654 -0.04 0.06 -0.13
N 1.1906 -0.3258 -1.7616 -0.20 0.14 0.36
N -0.1145 -0.4078 -2.0872 -0.07 0.15 0.33
N -0.2769 -0.9661 -3.2225 -0.17 0.03 -0.14
H 1.4111 0.6026 -7.2671 -0.01 0.04 0.02
H 0.8268 0.7672 -5.6121 -0.01 0.03 -0.01
H -0.0397 -0.2618 -6.7672 -0.02 0.03 0.01
H 1.9131 -1.7963 -6.8878 -0.06 -0.07 0.03
H 3.1915 0.1085 -4.8695 0.03 0.02 0.00
H 3.7284 -0.2352 -6.4979 0.01 0.01 0.01
H 3.8314 -1.5052 -5.2849 0.04 0.04 0.02
H 1.6933 -2.8661 -4.7441 -0.04 0.01 0.10
H 0.1254 -2.2281 -5.2810 -0.01 -0.07 0.11
H 2.9105 -0.9592 -2.8521 0.00 -0.09 -0.03
C 1.0736 0.6239 4.2160 0.08 -0.04 -0.29
Si 1.8700 -0.8181 3.3185 0.15 -0.09 0.64
C 3.5243 -0.4648 2.5353 -0.26 -0.01 -0.11
C 2.0006 -2.2722 4.5327 -0.05 0.30 -0.40
C 0.5928 -1.5693 2.1133 -0.43 0.53 -1.01
Si 0.8057 -3.1290 1.0185 -0.22 -0.39 -0.03
C 2.3911 -2.9601 0.0298 -0.15 0.00 0.14
C -0.7440 -3.2605 -0.0529 0.26 0.15 0.09
C 0.8201 -4.6138 2.1692 0.14 0.29 -0.13
H 1.8012 1.1038 4.8732 0.01 0.00 0.02
H 0.2364 0.2981 4.8357 0.01 -0.07 0.00
H 0.7107 1.3842 3.5212 0.01 0.04 0.08
H 4.1412 0.1234 3.2172 -0.02 0.01 0.03
H 3.4165 0.1069 1.6139 0.06 0.03 0.00
H 4.0717 -1.3810 2.3094 -0.05 -0.04 0.02
H 2.5374 -1.8811 5.4006 0.01 -0.04 0.04
H 2.5756 -3.0945 4.1104 0.02 -0.02 0.06
H 1.0314 -2.6424 4.8650 0.01 -0.01 0.05
H -0.4067 -1.5626 2.5703 0.00 -0.06 0.04
H 2.5979 -1.9165 -0.2097 0.07 -0.02 -0.01
H 2.3451 -3.5305 -0.8998 -0.04 -0.01 -0.01
H 3.2391 -3.3463 0.5979 0.00 0.03 0.03
H -0.9691 -2.3455 -0.6085 -0.03 -0.07 -0.07
H -1.6136 -3.5009 0.5625 0.01 0.01 0.04
H -0.6371 -4.0623 -0.7860 0.01 -0.02 0.00
H 1.7579 -4.6906 2.7181 -0.02 -0.04 0.01
H 0.7145 -5.5123 1.5572 0.00 -0.02 0.00
H -0.0004 -4.5983 2.8869 -0.02 0.01 -0.01
```
Positions in Å, forces in eV/Å.

energy relative to the best compared isomer or geometry (same formula, charge and spin)	58.20	kJ/mol
energy	-2867.22457	Ha
frontier orbital gap	0.183	Ha
total charge	+2